Model 1:
Computed, not measured: H2INS as an isolated structure, with wB97M-V/def2-TZVPD.

Its total charge is 0. Its LUMO energy (alpha / beta) is -0.58 / -1.70 eV. The spin multiplicity is 3. Its expectation value of S² is 2.009.

Cartesian coordinates (Å):
I 2.01277 0.39865 0.19165
H -0.55280 1.51633 -1.54253
S -0.83475 -1.04935 0.22808
N 0.17905 -0.11993 -0.55565
H -0.80428 -0.74571 1.67845


Model 2:
Computed, not measured: a 2-piece molecular cluster, H2INS overall, with wB97M-V/def2-TZVPD.

Its total charge is 0. Its LUMO energy (alpha / beta) is -0.79 / -2.35 eV. The spin multiplicity is 3. Its expectation value of S² is 2.016.

Cartesian coordinates (Å):
H -1.25733 -1.39530 -0.06292
H 0.46129 1.59048 0.93382
I 2.09268 -0.38326 -0.54220
N -1.14959 -0.34659 0.19914
S -0.14705 0.53468 -0.52783


It is model 1 that is the least stable of them.